{"formula": "C16H25BrN4O4PSSiW", "method": "the ωB97M-V functional and the def2-TZVPD basis", "energy_ha": -4814.050357, "total_charge": 3, "gap_ev": [7.05, 7.08], "fmax_ev_per_a": 0.2, "lumo_energy_ev": [-9.94, -9.91], "de_lowest_ev": 0.1602, "e_homo_ev": [-17.0, -17.0], "multiplicity": 3, "elements": ["W", "C", "Si", "C", "C", "C", "C", "C", "C", "N", "C", "S", "H", "H", "H", "H", "H", "H", "H", "H", "H", "H", "H", "H", "Br", "C", "C", "C", "C", "C", "N", "C", "O", "O", "H", "H", "H", "N", "C", "P", "O", "O", "C", "N", "H", "H", "H", "H", "H", "H", "H", "H", "H", "H"], "coordinates": [[-0.7407, 0.8332, 0.2018], [2.1355, 5.8376, 0.6263], [3.1673, 4.6954, -0.4236], [2.6567, 4.7122, -2.2149], [4.9881, 4.9754, -0.1959], [2.8217, 2.9021, 0.2308], [3.8323, 2.1037, 0.7913], [3.5996, 0.8104, 1.2488], [2.3292, 0.2849, 1.1604], [1.3443, 1.0251, 0.6303], [1.6013, 2.2691, 0.1806], [0.0552, 2.8837, -0.4985], [2.2470, 6.8632, 0.2682], [2.4537, 5.8205, 1.6699], [1.0700, 5.6011, 0.5876], [3.0328, 5.6269, -2.6794], [1.5746, 4.7104, -2.3555], [3.0781, 3.8729, -2.7708], [5.2385, 5.9768, -0.5523], [5.5958, 4.2747, -0.7720], [5.2974, 4.9285, 0.8499], [4.8365, 2.5039, 0.8615], [4.3995, 0.2140, 1.6634], [2.0720, -0.7065, 1.4966], [-3.3016, 2.1990, -0.2644], [-3.3644, 0.5642, -1.2130], [-4.3483, 0.0767, -2.0465], [-4.1385, -1.1970, -2.5729], [-3.0074, -1.9447, -2.2296], [-2.0858, -1.3631, -1.3891], [-2.2724, -0.1218, -0.9211], [-0.8690, -1.9722, -0.7546], [-0.6796, -3.1658, -0.7151], [-0.1297, -1.0854, -0.1116], [-5.2325, 0.6542, -2.2777], [-4.8773, -1.6189, -3.2421], [-2.8517, -2.9484, -2.6010], [-0.8101, -0.2591, 5.5390], [-1.8752, -0.7139, 4.5744], [-1.0430, -1.0332, 2.9533], [0.4030, -1.1916, 3.2668], [-1.5139, 0.0675, 1.9939], [-1.6211, -2.6632, 2.2828], [-0.4154, -3.4943, 1.9567], [-1.0063, -0.5607, 6.4974], [-0.7159, 0.7593, 5.5547], [0.0972, -0.6494, 5.2296], [-2.6536, 0.0428, 4.5125], [-2.3088, -1.6310, 4.9705], [-2.1743, -2.4779, 1.3668], [-2.2809, -3.2226, 2.9425], [-0.3639, -3.6464, 0.9240], [-0.4065, -4.3851, 2.4551], [0.4323, -2.9760, 2.2352]]}